# C21H42Cl12O15

A cluster of 11 separate species, C21H42Cl12O15 in total at a distorted geometry (wB97M-V/def2-TZVPD, the OMol25 dataset).

XYZ file:
```
90
Properties=species:S:1:pos:R:3
C -2.44 1.00 -3.87
O -3.12 0.35 -2.80
C -2.59 -0.69 -2.13
O -1.58 -1.31 -2.52
O -3.29 -0.85 -0.99
C -2.89 -1.89 -0.11
H -2.18 0.43 -4.76
H -1.58 1.42 -3.36
H -3.10 1.78 -4.24
H -2.07 -1.60 0.54
H -2.64 -2.84 -0.58
H -3.65 -2.20 0.61
C 0.45 0.48 -8.37
O 0.54 0.55 -6.92
C 1.07 -0.43 -6.22
O 1.58 -1.47 -6.68
O 0.86 -0.16 -4.96
C 1.15 -1.11 -4.02
H -0.44 1.03 -8.69
H 0.15 -0.54 -8.61
H 1.31 0.87 -8.93
H 2.20 -1.38 -3.95
H 0.57 -2.02 -4.14
H 0.70 -0.72 -3.10
C 2.75 1.99 -3.07
O 3.64 1.13 -3.68
C 3.98 1.28 -4.93
O 3.67 2.20 -5.68
O 4.70 0.16 -5.30
C 4.99 0.01 -6.65
H 2.23 1.39 -2.31
H 1.93 2.29 -3.72
H 3.23 2.82 -2.55
H 5.20 0.97 -7.13
H 4.06 -0.33 -7.10
H 5.78 -0.73 -6.77
C 1.07 -1.35 -0.23
O 1.35 -1.66 1.16
C 0.56 -1.27 2.14
O -0.40 -0.52 1.99
O 0.91 -1.75 3.25
C 0.08 -1.49 4.43
H 0.01 -1.38 -0.47
H 1.51 -2.12 -0.85
H 1.41 -0.35 -0.50
H 0.34 -0.54 4.89
H 0.24 -2.24 5.21
H -1.00 -1.52 4.27
C -0.16 2.16 -0.62
O -0.16 2.72 -1.93
C -0.02 4.00 -2.19
O 0.20 4.92 -1.37
O -0.33 4.21 -3.42
C -0.39 5.54 -4.03
H -0.48 1.14 -0.42
H -0.76 2.82 0.02
H 0.89 2.14 -0.31
H -0.23 5.35 -5.09
H 0.38 6.17 -3.57
H -1.26 6.06 -3.63
C -4.66 -2.54 4.20
Cl -3.15 -2.99 3.41
Cl -4.45 -1.28 5.40
H -5.35 -2.17 3.44
H -5.13 -3.42 4.64
C -1.76 0.32 8.41
Cl -2.12 -1.01 9.52
Cl -1.84 -0.06 6.64
H -2.31 1.25 8.56
H -0.71 0.54 8.61
C -1.00 -4.93 5.10
Cl -1.83 -4.04 6.36
Cl -1.97 -6.26 4.40
H -0.71 -4.24 4.31
H -0.09 -5.37 5.52
C 2.23 -2.51 8.08
Cl 1.70 -3.62 6.83
Cl 1.62 -0.81 7.92
H 1.80 -2.94 8.98
H 3.31 -2.41 8.08
C 2.64 1.70 3.18
Cl 3.23 1.55 1.47
Cl 0.94 2.29 3.30
H 2.73 0.69 3.58
H 3.36 2.29 3.75
C -3.06 1.38 3.17
Cl -2.44 2.77 2.24
Cl -4.44 0.50 2.40
H -2.23 0.68 3.30
H -3.28 1.68 4.20
```

Calculated values
Calculated total energy, Eh: -7476.20232
SMILES string: COC(=O)OC.COC(=O)OC.COC(=O)OC.COC(=O)OC.COC(=O)OC.ClCCl.ClCCl.ClCCl.ClCCl.ClCCl.ClCCl
Energy relative to the best compared isomer or geometry (same formula, charge and spin), kcal per mole: 0.0
Orbital gap, eV: 10.552
Lowest unoccupied orbital energy, eV: 0.2
Maximum force, eV/Å: 5.0


# C21H42Cl18IO5P

A cluster of 10 separate species, C21H42Cl18IO5P in total at a distorted geometry (wB97M-V/def2-TZVPD, the OMol25 dataset).

XYZ file:
```
88
Properties=species:S:1:pos:R:3
O 3.39 -0.83 -0.75
C 3.13 -0.16 -1.66
C 3.85 1.17 -1.71
O 3.20 2.23 -2.37
O 4.06 2.67 -3.40
O 2.27 -0.68 -2.57
C 1.26 0.16 -3.14
P -0.11 0.73 -2.00
O -0.58 2.12 -2.77
I 0.78 1.50 0.14
H 3.99 1.48 -0.67
H 4.84 1.01 -2.13
H 3.82 3.60 -3.49
H 1.63 1.01 -3.72
H 0.76 -0.45 -3.88
H -1.48 2.31 -2.48
Cl 0.05 3.95 2.69
C -0.39 3.01 4.14
C 0.82 2.45 4.83
Cl 1.59 1.18 3.85
H -1.07 2.22 3.83
H -0.94 3.69 4.80
H 0.52 1.99 5.78
H 1.55 3.22 5.05
Cl 3.77 -3.93 4.23
C 2.56 -3.39 3.03
C 3.18 -2.42 2.05
Cl 3.58 -0.86 2.83
H 1.72 -2.95 3.56
H 2.22 -4.28 2.51
H 2.49 -2.19 1.25
H 4.09 -2.82 1.61
Cl 3.69 3.59 1.98
C 4.03 5.14 2.77
C 4.89 4.99 4.01
Cl 4.03 4.16 5.33
H 3.08 5.62 3.00
H 4.56 5.76 2.04
H 5.18 5.97 4.38
H 5.79 4.42 3.79
Cl 3.04 1.22 -8.34
C 3.01 2.94 -7.85
C 2.91 3.10 -6.35
Cl 1.34 2.57 -5.72
H 2.18 3.42 -8.36
H 3.93 3.39 -8.21
H 3.03 4.15 -6.09
H 3.69 2.53 -5.84
Cl 0.35 -3.54 0.89
C 0.84 -3.94 -0.78
C 1.01 -5.42 -0.97
Cl 2.41 -6.06 -0.07
H 1.76 -3.40 -1.00
H 0.06 -3.57 -1.44
H 1.18 -5.64 -2.02
H 0.12 -5.96 -0.65
Cl -3.48 -4.45 -1.91
C -3.86 -5.35 -0.41
C -2.63 -5.99 0.18
Cl -2.00 -7.32 -0.83
H -4.62 -6.09 -0.65
H -4.28 -4.64 0.29
H -2.88 -6.42 1.16
H -1.83 -5.27 0.32
Cl -4.09 2.40 -4.26
C -3.32 2.01 -5.82
C -2.97 0.54 -5.93
Cl -1.66 0.11 -4.81
H -2.45 2.64 -5.93
H -4.04 2.27 -6.60
H -2.62 0.32 -6.94
H -3.82 -0.09 -5.72
Cl -4.69 5.31 3.36
C -4.44 6.16 4.90
C -3.06 5.93 5.46
Cl -2.81 4.24 5.98
H -5.20 5.82 5.60
H -4.59 7.22 4.72
H -2.90 6.56 6.33
H -2.29 6.16 4.72
Cl -5.24 -4.73 2.66
C -5.93 -6.23 3.36
C -5.59 -7.46 2.56
Cl -6.41 -7.49 0.98
H -7.00 -6.09 3.44
H -5.51 -6.32 4.37
H -5.93 -8.35 3.10
H -4.52 -7.55 2.39
```

Calculated values
Calculated total energy, Eh: -10124.00339
SMILES string: O=C(COO)OCP(O)I.ClCCCl.ClCCCl.ClCCCl.ClCCCl.ClCCCl.ClCCCl.ClCCCl.ClCCCl.ClCCCl
Orbital gap, eV: 8.383
Lowest unoccupied orbital energy, eV: 0.4
Maximum force, eV/Å: 4.9


Question: Number 2 is which compound?
Answer: C21H42Cl18IO5P


Question: Number 2 is which compound?
Answer: C21H42Cl18IO5P